# C3H9N

The molecule C3H9N in a non-equilibrium geometry (wB97M-V/def2-TZVPD, the Open Molecules 2025 dataset).

The max |F| comes out at 0.0638 hartree/bohr. Its gap between HOMO and LUMO is 0.34091 Ha. The HOMO energy is -8.14 eV. As for the molar mass: 59.1 u. The value obtained for the energy relative to the best compared isomer or geometry (same formula, charge and spin) is 2.0683 eV.

```
! wB97M-V def2-TZVPD RIJCOSX def2/J DEFGRID3
* xyz 0 1
C 0.533 0.786 1.102
N -0.015 0.271 -0.199
C 0.880 -0.494 -1.184
C -1.327 -0.247 -0.001
H 0.981 -0.127 1.784
H -0.127 1.467 1.656
H 1.314 1.497 1.008
H 0.650 -1.545 -1.093
H 0.544 -0.094 -2.190
H 1.959 -0.293 -1.152
H -1.972 -0.560 -0.750
H -1.912 0.516 0.336
H -1.507 -1.176 0.682
*
```

---

# C42H28F5N2O6PbTe

A structure of composition C42H28F5N2O6PbTe in a non-equilibrium geometry (wB97M-V/def2-TZVPD, the Open Molecules 2025 dataset).

The max |F| comes out at 0.0594 hartree/bohr. Its gap between HOMO and LUMO is 0.14414 Ha. The HOMO energy is -10.56 eV. As for the molar mass: 1086.5 u.

```
! wB97M-V def2-TZVPD RIJCOSX def2/J DEFGRID3
* xyz 1 1
Pb -0.129 0.826 3.988
O 3.147 3.859 5.577
C 2.305 2.890 5.220
O 1.343 3.129 4.574
C 2.713 1.556 5.667
C 3.947 1.265 6.211
C 4.233 -0.057 6.546
C 3.222 -1.010 6.356
C 1.957 -0.612 5.862
N 1.767 0.612 5.479
C 0.877 -1.680 5.590
O 0.953 -2.755 6.134
O -0.006 -1.273 4.721
H 2.815 4.632 5.087
H 4.671 2.051 6.219
H 5.166 -0.376 6.952
H 3.445 -2.069 6.594
C -4.184 0.067 -3.579
C -3.354 0.213 -2.403
C -2.945 1.495 -2.010
C -2.059 1.657 -0.999
C -1.630 3.004 -0.460
O -1.964 3.326 0.665
C -0.771 3.816 -1.328
C -0.358 5.091 -0.971
C 0.380 5.789 -1.870
C 0.636 5.261 -3.125
C 0.259 3.978 -3.520
C -0.376 3.213 -2.578
C -1.728 0.428 -0.110
O -1.159 0.563 0.938
C -2.099 -0.931 -0.680
C -2.970 -0.994 -1.764
C -1.440 -2.135 -0.136
N -0.472 -2.662 -0.795
C -0.077 -2.120 -2.079
C 0.968 -1.043 -1.961
Te 1.123 -0.030 -3.907
C 0.170 -1.357 -5.222
C 0.954 -2.434 -5.634
C 0.345 -3.405 -6.429
C -0.998 -3.298 -6.726
C -1.781 -2.190 -6.346
C -1.202 -1.212 -5.555
C -1.813 -2.544 1.235
C -3.081 -2.166 1.763
C -3.560 -2.702 2.973
C -2.735 -3.562 3.664
C -1.429 -3.867 3.225
C -0.935 -3.307 2.013
H -4.562 0.998 -3.964
H -5.015 -0.648 -3.369
H -3.601 -0.483 -4.319
H -3.350 2.365 -2.462
H -0.560 5.627 -0.018
H 0.792 6.751 -1.519
H 1.310 5.769 -3.807
H 0.666 3.501 -4.401
H -0.473 2.174 -2.778
H -3.212 -1.959 -2.173
H -0.963 -1.898 -2.688
H 0.324 -2.969 -2.631
H 1.962 -1.444 -1.681
H 0.795 -0.238 -1.309
H 1.993 -2.577 -5.309
H 0.844 -4.280 -6.760
H -1.365 -4.132 -7.390
H -2.778 -2.109 -6.683
H -1.692 -0.317 -5.207
H -3.651 -1.426 1.233
H -4.520 -2.401 3.400
H -3.156 -4.042 4.553
H -0.768 -4.409 3.860
H 0.004 -3.679 1.714
F 0.677 2.459 1.075
C 1.525 1.473 1.172
C 1.602 0.683 2.277
C 2.662 -0.192 2.289
F 2.818 -1.074 3.352
C 3.508 -0.446 1.212
F 4.308 -1.511 1.295
C 3.366 0.313 0.070
F 4.003 0.042 -1.038
C 2.317 1.251 0.048
F 2.053 1.897 -1.109
*
```

---

# C29H37BrN4O8PPtS2Te

A structure of composition C29H37BrN4O8PPtS2Te in a non-equilibrium geometry (wB97M-V/def2-TZVPD, the Open Molecules 2025 dataset).

The max |F| comes out at 0.0227 hartree/bohr. Its gap between HOMO and LUMO is 0.21808 Ha. The HOMO energy is -4.01 eV. As for the molar mass: 1067.3 u. The value obtained for the energy relative to the best compared isomer or geometry (same formula, charge and spin) is 1.5859 eV.

```
! wB97M-V def2-TZVPD RIJCOSX def2/J DEFGRID3
* xyz -1 1
Pt 0.629 0.071 0.094
C 6.742 -0.573 0.451
C 5.414 -0.301 1.118
C 5.202 0.892 1.804
C 3.978 1.161 2.400
C 2.958 0.223 2.326
C 3.163 -0.990 1.688
C 4.384 -1.238 1.080
S 1.416 0.641 3.101
O 1.409 -0.012 4.384
O 1.380 2.103 3.154
N 0.267 0.048 2.128
C -1.060 0.579 2.555
C -2.284 0.335 1.648
O -3.380 0.323 2.213
O -2.096 0.286 0.386
H 7.096 0.308 -0.088
H 6.664 -1.401 -0.255
H 7.503 -0.835 1.191
H 6.002 1.625 1.862
H 3.790 2.102 2.905
H 2.395 -1.754 1.711
H 4.535 -2.184 0.569
H -1.025 1.664 2.711
H -1.312 0.137 3.516
C 1.283 -4.439 -3.600
C 1.990 -3.087 -3.567
C 1.284 -2.039 -4.419
N -0.062 -1.728 -3.930
C -0.328 -0.986 -2.883
S 0.910 0.039 -2.253
N -1.634 -0.933 -2.439
C -2.681 -1.645 -3.029
O -2.494 -2.383 -3.985
C -4.067 -1.479 -2.489
C -5.017 -2.387 -2.962
C -6.317 -2.344 -2.496
C -6.680 -1.392 -1.546
C -5.746 -0.477 -1.091
C -4.443 -0.507 -1.572
H 1.799 -5.155 -2.962
H 1.246 -4.842 -4.617
H 0.262 -4.359 -3.220
H 3.012 -3.186 -3.942
H 2.045 -2.727 -2.537
H 1.162 -2.410 -5.438
H 1.859 -1.119 -4.456
H -0.856 -2.283 -4.250
H -1.792 -0.498 -1.500
H -4.710 -3.126 -3.690
H -7.046 -3.057 -2.863
H -7.691 -1.373 -1.156
H -6.008 0.253 -0.336
H -3.731 0.207 -1.183
Br 4.735 3.809 -0.925
C 3.002 3.504 -0.230
C 2.335 4.500 0.462
C 1.061 4.228 0.899
C 0.512 2.977 0.669
N 1.172 2.019 0.029
C 2.403 2.282 -0.441
H 2.800 5.460 0.642
H 0.483 4.971 1.429
H -0.490 2.732 0.977
H 2.895 1.508 -1.009
C -3.567 -3.649 1.267
C -2.640 -3.146 0.182
O -1.408 -3.908 0.125
P -0.069 -3.256 0.739
O 0.200 -2.000 -0.090
Te -0.106 -3.288 3.096
O 1.030 -4.288 0.158
C 1.142 -5.652 0.601
C 0.339 -6.595 -0.275
H -4.492 -3.065 1.239
H -3.107 -3.522 2.246
H -3.801 -4.706 1.119
H -2.417 -2.085 0.337
H -3.100 -3.266 -0.797
H 0.828 -5.720 1.640
H 2.204 -5.892 0.552
H -0.721 -6.343 -0.228
H 0.478 -7.621 0.076
H 0.658 -6.531 -1.318
*
```

---

# C15H18ClO5S

The ion C15H18ClO5S with charge -1 in a non-equilibrium geometry (wB97M-V/def2-TZVPD, the Open Molecules 2025 dataset).

The max |F| comes out at 0.1426 hartree/bohr. Its gap between HOMO and LUMO is 0.20862 Ha. The HOMO energy is -2.69 eV. As for the molar mass: 345.8 u. The value obtained for the energy relative to the best compared isomer or geometry (same formula, charge and spin) is 2.1523 eV.

```
! wB97M-V def2-TZVPD RIJCOSX def2/J DEFGRID3
* xyz -1 1
C 0.131 -3.568 0.338
C 0.737 -3.168 -0.973
O 0.401 -1.798 -1.145
C -0.219 -1.290 0.017
C 0.718 -0.251 0.714
C 0.050 0.255 1.999
C -1.344 0.874 1.708
O -1.391 2.138 1.361
C -2.260 -0.078 0.878
C -1.545 -0.587 -0.382
O -0.483 -2.381 0.867
H -0.653 -4.321 0.227
H 0.876 -3.911 1.061
H 1.827 -3.243 -0.950
H 0.307 -3.716 -1.814
H 1.683 -0.774 0.880
H 0.912 0.561 -0.018
H -0.038 -0.615 2.669
H 0.705 1.023 2.440
H -2.593 -0.935 1.493
H -3.126 0.506 0.517
H -1.291 0.245 -1.073
H -2.154 -1.320 -0.947
Cl -2.420 0.344 3.933
C -2.131 1.627 2.789
S -4.068 2.450 2.504
C -4.652 3.202 4.074
C -5.311 2.414 5.014
C -5.783 3.018 6.186
C -5.583 4.391 6.394
C -4.896 5.164 5.444
C -4.429 4.565 4.265
O -4.067 3.506 1.511
O -4.886 1.262 2.331
H -1.804 2.492 3.425
H -5.406 1.346 4.810
H -6.320 2.384 6.894
H -5.960 4.830 7.322
H -4.753 6.232 5.627
H -3.872 5.166 3.541
*
```